# C33H27N4O6Ti

C33H27N4O6Ti as an isolated structure in a non-equilibrium geometry (the ωB97M-V functional and the def2-TZVPD basis, the Open Molecules 2025 dataset).

- energy above the lowest of the compared OMol25 structures with the same formula, charge and spin (kcal per mole) = 3.91
- frontier orbital gap (alpha / beta) (eV) = 5.04 / 5.07
- total energy (Eh) = -2793.87262
- highest occupied orbital energy (alpha / beta) (hartree) = -0.10506 / -0.10600
- net charge = -1
- spin multiplicity = 1

Last column: Löwdin charge in e.
Cartesian coordinates (Å):
Ti (-0.26, 0.40, -0.92)  1.102
O (-0.23, -0.47, -7.72)  -0.018
C (-0.87, -0.33, -6.68)  -0.702
O (-2.11, -0.12, -6.52)  -0.070
C (-0.19, -0.55, -5.33)  -0.125
C (0.69, 0.38, -4.83)  0.045
C (0.94, 0.44, -3.44)  -0.225
N (0.24, -0.42, -2.62)  -0.044
C (-0.40, -1.51, -3.14)  -0.224
C (-0.63, -1.60, -4.48)  0.045
C (-0.87, -2.37, -2.06)  -0.197
C (-1.51, -3.60, -2.24)  -0.008
C (-1.91, -4.32, -1.14)  -0.070
C (-1.67, -3.79, 0.13)  -0.059
C (-1.06, -2.57, 0.23)  -0.098
N (-0.65, -1.86, -0.83)  0.051
C (1.79, 1.28, -2.69)  -0.236
C (2.81, 2.10, -3.22)  -0.035
C (3.72, 2.68, -2.39)  -0.105
C (3.62, 2.44, -0.99)  -0.096
C (2.58, 1.69, -0.51)  -0.140
N (1.62, 1.14, -1.31)  -0.045
H (1.10, 1.12, -5.50)  0.126
H (-1.24, -2.40, -4.89)  0.124
H (-1.67, -3.98, -3.24)  0.111
H (-2.40, -5.28, -1.26)  0.102
H (-1.97, -4.32, 1.03)  0.096
H (-0.87, -2.12, 1.20)  0.091
H (2.88, 2.22, -4.29)  0.107
H (4.51, 3.30, -2.79)  0.090
H (4.34, 2.84, -0.29)  0.088
H (2.47, 1.50, 0.54)  0.076
O (1.27, -0.04, 1.84)  -0.004
C (0.29, 0.24, 2.84)  -0.316
C (-0.95, 0.84, 2.11)  -0.543
O (-1.80, 1.39, 2.77)  0.103
O (-0.97, 0.66, 0.84)  -0.112
C (0.82, 1.29, 3.82)  -0.133
C (1.60, 2.33, 3.34)  -0.006
C (2.07, 3.31, 4.20)  -0.076
C (1.76, 3.27, 5.55)  -0.100
C (0.96, 2.24, 6.03)  -0.081
C (0.50, 1.25, 5.17)  -0.020
C (-0.10, -1.05, 3.55)  -0.163
C (0.91, -1.80, 4.15)  -0.036
C (0.63, -3.02, 4.75)  -0.076
C (-0.67, -3.50, 4.78)  -0.092
C (-1.68, -2.75, 4.20)  -0.072
C (-1.41, -1.53, 3.59)  -0.025
H (1.79, -0.80, 2.10)  0.101
H (1.83, 2.38, 2.29)  0.101
H (2.67, 4.12, 3.80)  0.101
H (2.12, 4.03, 6.22)  0.096
H (0.70, 2.20, 7.08)  0.098
H (-0.14, 0.47, 5.56)  0.119
H (1.92, -1.41, 4.16)  0.127
H (1.43, -3.58, 5.21)  0.101
H (-0.89, -4.45, 5.25)  0.098
H (-2.70, -3.11, 4.22)  0.105
H (-2.21, -0.95, 3.16)  0.123
N (-3.12, 0.24, -3.76)  0.214
C (-2.46, 0.74, -2.72)  -0.509
O (-2.36, 0.13, -1.64)  -0.046
C (-1.80, 2.09, -2.85)  -0.177
C (-0.94, 2.33, -1.61)  -0.203
H (-3.46, -0.70, -3.64)  0.118
H (-2.84, 0.47, -4.73)  0.093
H (-2.62, 2.81, -3.00)  0.117
H (-1.22, 2.12, -3.78)  0.110
H (-1.57, 2.71, -0.80)  0.057
H (-0.17, 3.07, -1.82)  0.053

# C33H27N5O4RuSSe

C33H27N5O4RuSSe as an isolated structure in a non-equilibrium geometry (the ωB97M-V functional and the def2-TZVPD basis, the Open Molecules 2025 dataset).

- energy above the lowest of the compared OMol25 structures with the same formula, charge and spin (kcal per mole) = 35.53
- frontier orbital gap (alpha / beta) (eV) = 7.63 / 6.21
- total energy (Eh) = -4742.72425
- highest occupied orbital energy (alpha / beta) (hartree) = -0.38503 / -0.39252
- net charge = +1
- spin multiplicity = 2

Last column: Mulliken spin population.
Cartesian coordinates (Å):
Ru (0.41, 0.75, -0.87)  0.261
N (-0.53, -1.14, -4.44)  0.000
C (-1.62, -1.76, -3.85)  0.002
C (-2.48, -2.75, -4.31)  0.001
C (-3.52, -3.10, -3.48)  0.001
C (-3.70, -2.47, -2.23)  0.001
C (-2.84, -1.49, -1.79)  0.007
C (-1.78, -1.14, -2.61)  -0.005
N (-0.77, -0.18, -2.46)  0.004
C (-0.08, -0.22, -3.57)  0.015
C (0.98, 0.75, -3.79)  -0.025
C (1.79, 0.96, -4.86)  -0.003
S (2.77, 2.32, -4.57)  0.002
C (2.05, 2.53, -3.04)  0.002
N (1.14, 1.64, -2.76)  0.009
H (-0.14, -1.34, -5.35)  0.000
H (-2.35, -3.22, -5.28)  0.000
H (-4.23, -3.86, -3.79)  0.000
H (-4.54, -2.76, -1.61)  -0.001
H (-3.00, -1.00, -0.84)  0.002
H (1.86, 0.40, -5.77)  0.000
H (2.33, 3.33, -2.37)  0.000
O (1.98, -0.77, -1.08)  -0.014
C (3.17, -0.76, -0.76)  -0.003
C (3.95, 0.36, -0.38)  -0.004
C (5.33, 0.18, -0.21)  -0.002
C (6.13, 1.25, 0.09)  0.002
C (5.58, 2.54, 0.21)  -0.002
C (4.24, 2.73, 0.08)  -0.001
C (3.36, 1.64, -0.18)  0.010
O (2.10, 1.85, -0.23)  0.019
N (7.57, 1.05, 0.26)  0.000
O (7.99, -0.08, 0.21)  0.000
O (8.25, 2.04, 0.43)  0.001
H (3.70, -1.73, -0.77)  0.000
H (5.78, -0.80, -0.33)  0.000
H (6.25, 3.36, 0.43)  0.000
H (3.80, 3.71, 0.18)  0.000
C (-5.43, -3.48, 2.52)  -0.005
C (-4.16, -2.86, 2.01)  0.058
C (-3.11, -3.64, 1.55)  -0.023
C (-1.91, -3.09, 1.14)  0.026
C (-0.82, -3.99, 0.61)  0.028
C (-1.76, -1.68, 1.19)  0.007
Se (-0.03, -1.03, 0.80)  0.636
C (-2.83, -0.87, 1.59)  -0.008
C (-2.74, 0.63, 1.59)  0.020
C (-4.01, -1.47, 2.00)  -0.021
H (-5.47, -4.55, 2.31)  0.000
H (-6.31, -3.00, 2.08)  0.003
H (-5.50, -3.34, 3.60)  0.005
H (-3.23, -4.72, 1.50)  0.001
H (-1.15, -5.03, 0.65)  0.002
H (0.10, -3.90, 1.20)  0.005
H (-0.58, -3.74, -0.42)  -0.014
H (-2.26, 0.99, 0.69)  0.002
H (-2.16, 0.98, 2.44)  -0.005
H (-3.74, 1.07, 1.65)  0.000
H (-4.83, -0.85, 2.32)  0.000
N (-0.61, 2.59, -0.18)  -0.003
C (-0.38, 2.88, 0.91)  -0.013
C (-0.11, 3.23, 2.28)  0.013
C (1.20, 3.16, 2.75)  0.006
C (1.45, 3.45, 4.08)  0.000
C (0.40, 3.81, 4.92)  0.001
C (-0.90, 3.88, 4.44)  0.000
C (-1.17, 3.59, 3.12)  -0.002
H (1.99, 2.88, 2.07)  0.002
H (2.46, 3.40, 4.46)  0.000
H (0.60, 4.03, 5.96)  0.000
H (-1.71, 4.17, 5.10)  0.000
H (-2.17, 3.65, 2.73)  -0.001

# C33H28Br2F2N6O2STi

C33H28Br2F2N6O2STi as an isolated structure (the ωB97M-V functional and the def2-TZVPD basis, the Open Molecules 2025 dataset).

- energy above the lowest of the compared OMol25 structures with the same formula, charge and spin (kcal per mole) = 15.20
- frontier orbital gap (eV) = 7.28
- total energy (Eh) = -8348.90965
- highest occupied orbital energy (hartree) = -0.27812
- spin multiplicity = 1

Last column: Löwdin charge in e.
Cartesian coordinates (Å):
Ti (-0.56, -0.77, -0.31)  0.921
N (-2.08, -4.50, -2.38)  0.071
C (-1.64, -3.27, -1.99)  -0.841
S (-2.00, -2.78, -0.38)  0.745
N (-1.02, -2.57, -2.90)  -0.002
N (-0.62, -1.32, -2.46)  -0.079
C (-0.06, -0.63, -3.40)  -0.054
C (0.51, 0.70, -3.26)  -0.139
C (1.17, 1.26, -4.36)  -0.040
C (1.72, 2.52, -4.29)  -0.091
C (1.62, 3.24, -3.10)  -0.073
C (0.97, 2.71, -2.00)  -0.014
C (0.43, 1.42, -2.07)  -0.319
O (-0.17, 0.90, -1.01)  -0.171
H (-2.36, -5.15, -1.67)  0.077
H (-1.77, -4.85, -3.27)  0.095
H (-0.01, -1.10, -4.38)  0.131
H (1.23, 0.69, -5.28)  0.112
H (2.23, 2.95, -5.15)  0.099
H (2.04, 4.24, -3.03)  0.105
H (0.88, 3.26, -1.08)  0.117
F (-5.49, 1.29, -1.67)  0.064
C (-4.68, 0.86, -0.69)  -0.266
C (-3.40, 0.45, -1.00)  -0.037
C (-2.56, 0.00, 0.02)  -0.212
C (-3.03, 0.01, 1.34)  -0.148
C (-4.33, 0.42, 1.59)  -0.207
F (-4.82, 0.44, 2.86)  0.054
C (-5.18, 0.86, 0.60)  0.062
C (-2.05, -0.41, 2.35)  -0.187
C (-2.27, -0.50, 3.72)  0.002
C (-1.23, -0.83, 4.56)  -0.050
C (0.04, -1.05, 4.04)  -0.047
C (0.19, -0.97, 2.67)  -0.106
N (-0.83, -0.70, 1.84)  0.026
H (-3.08, 0.47, -2.03)  0.115
H (-6.19, 1.18, 0.82)  0.130
H (-3.25, -0.31, 4.12)  0.108
H (-1.39, -0.91, 5.63)  0.113
H (0.89, -1.27, 4.66)  0.110
H (1.14, -1.11, 2.19)  0.087
Br (6.66, 3.05, 0.02)  0.762
C (4.92, 2.35, 0.27)  -0.676
C (4.48, 1.29, -0.50)  -0.086
C (3.20, 0.82, -0.25)  -0.130
N (2.39, 1.33, 0.67)  0.148
C (2.82, 2.38, 1.38)  -0.208
C (4.09, 2.91, 1.22)  -0.063
C (1.83, 2.99, 2.32)  -0.207
C (1.92, 4.34, 2.65)  -0.064
C (0.96, 4.87, 3.49)  -0.680
Br (1.03, 6.70, 3.96)  0.764
C (-0.06, 4.07, 3.98)  -0.097
C (-0.05, 2.74, 3.58)  -0.109
N (0.86, 2.21, 2.78)  0.141
H (5.11, 0.85, -1.27)  0.107
H (2.80, 0.00, -0.82)  0.095
H (4.44, 3.74, 1.83)  0.103
H (2.69, 4.98, 2.25)  0.103
H (-0.83, 4.46, 4.63)  0.104
H (-0.83, 2.07, 3.94)  0.103
C (2.93, -2.57, 1.00)  -0.029
C (1.90, -2.84, -0.10)  -0.669
C (2.60, -2.96, -1.46)  -0.023
C (1.15, -4.14, 0.20)  -0.042
O (0.98, -1.76, -0.20)  -0.311
H (3.72, -3.32, 0.95)  0.092
H (2.47, -2.64, 1.99)  0.073
H (3.38, -1.59, 0.88)  0.069
H (3.22, -3.85, -1.49)  0.088
H (3.23, -2.09, -1.65)  0.075
H (1.85, -3.03, -2.25)  0.079
H (1.86, -4.96, 0.31)  0.090
H (0.46, -4.38, -0.61)  0.059
H (0.58, -4.04, 1.12)  0.081